Below is a structure of composition C18H28F6KNO7S2 in a non-equilibrium geometry, with properties calculated with ωB97M-V/def2-TZVPD.

Each line ends with the Löwdin charge.
Positions of all 63 atoms, in Å:
K -0.1669 0.5123 -0.1779  0.91
C 1.1177 3.4819 -0.8654  -0.08
O 1.3543 2.4542 0.0852  -0.27
C 0.9733 2.8324 1.3918  -0.21
C 1.4657 1.7639 2.3525  -0.16
O 0.8637 0.4989 2.1353  -0.22
C -0.1729 0.1042 3.0199  -0.16
C -1.5628 0.1629 2.4049  -0.20
O -1.6014 -0.7537 1.3276  -0.29
C -2.9241 -1.0732 0.9169  -0.06
H 1.7719 4.3393 -0.6726  0.10
H 0.0788 3.8163 -0.8461  0.08
H 1.3255 3.0721 -1.8507  0.10
H -0.1182 2.9370 1.4525  0.12
H 1.4366 3.7906 1.6593  0.14
H 1.3085 2.0986 3.3823  0.13
H 2.5364 1.6292 2.1818  0.13
H -0.1589 0.7038 3.9351  0.13
H 0.0283 -0.9391 3.2761  0.12
H -1.8100 1.1763 2.0620  0.12
H -2.2899 -0.1297 3.1725  0.14
H -3.4463 -1.6250 1.7061  0.10
H -2.8434 -1.6948 0.0264  0.10
H -3.4994 -0.1821 0.6779  0.06
C 2.6310 -4.2214 2.0778  -0.06
C 2.2474 -2.7369 1.9947  -0.38
C 3.3843 -1.8718 2.5324  -0.07
C 1.8406 -2.3987 0.5742  -0.21
C 0.6186 -2.8622 0.0894  -0.04
C 0.2467 -2.6771 -1.2320  -0.05
C 1.0930 -2.0253 -2.1278  -0.29
C 0.7477 -1.8968 -3.5856  -0.03
C 2.2861 -1.5131 -1.6314  -0.04
C 2.6543 -1.6921 -0.3026  -0.03
H 2.8959 -4.4931 3.1016  0.08
H 3.4900 -4.4204 1.4338  0.09
H 1.8097 -4.8605 1.7534  0.07
H 1.3722 -2.5815 2.6347  0.12
H 4.3163 -2.0880 2.0068  0.08
H 3.5452 -2.0822 3.5905  0.08
H 3.1521 -0.8112 2.4215  0.06
H -0.0432 -3.4037 0.7572  0.12
H -0.6965 -3.0777 -1.5870  0.12
H 0.1836 -0.9835 -3.7582  0.05
H 0.1353 -2.7348 -3.9179  0.09
H 1.6486 -1.8571 -4.1973  0.08
H 2.9595 -0.9902 -2.3020  0.12
H 3.6052 -1.2959 0.0304  0.11
F -2.2598 4.5691 -1.6455  0.14
C -3.2913 4.0518 -0.9818  -0.66
F -4.4037 4.2550 -1.6818  0.15
F -3.3935 4.6743 0.1960  0.14
S -3.0570 2.2367 -0.6576  0.60
O -1.6905 2.1358 -0.1781  -0.46
O -4.0962 1.9444 0.2761  -0.25
N -3.2380 1.5341 -2.0439  -0.26
S -1.8484 1.1728 -2.7173  0.61
O -1.0164 2.2922 -3.0353  -0.25
O -1.2029 0.0533 -2.0765  -0.43
C -2.4676 0.5362 -4.3415  -0.67
F -1.4305 0.3500 -5.1564  0.14
F -3.0971 -0.6261 -4.1764  0.15
F -3.2971 1.4189 -4.8901  0.15

Force components x, y, z for each atom (eV/Å):
2.987 -1.645 0.827
0.043 0.196 -0.079
0.321 0.483 0.083
0.063 -0.128 0.212
0.098 0.202 -0.103
0.058 0.065 0.420
-0.198 -0.165 0.054
0.171 -0.018 0.212
-0.475 -0.324 0.485
-0.050 -0.171 0.012
0.025 -0.042 -0.009
-0.004 -0.053 0.033
0.030 0.006 0.011
0.057 0.115 0.002
-0.034 0.006 0.030
0.012 -0.018 0.008
0.013 0.009 0.079
0.040 0.012 -0.007
-0.012 0.046 0.098
-0.055 -0.072 0.045
0.006 0.050 0.021
0.032 -0.032 -0.019
0.028 -0.020 0.035
-0.032 0.045 0.017
-0.057 0.105 0.051
0.125 -0.033 -0.010
-0.141 0.002 -0.039
-0.065 0.079 0.071
-0.023 -0.049 -0.027
0.084 -0.097 -0.043
0.101 -0.057 -0.043
-0.011 0.050 0.094
-0.009 -0.022 -0.023
0.036 -0.009 0.005
0.008 -0.019 -0.011
0.005 -0.018 0.004
0.013 -0.020 -0.008
-0.013 -0.008 -0.041
0.030 0.038 0.016
0.023 -0.003 0.005
0.044 -0.026 0.012
-0.020 0.041 0.009
-0.005 0.030 0.005
-0.002 0.008 -0.067
0.004 0.000 -0.021
0.000 -0.036 -0.010
-0.009 -0.003 0.000
-0.017 0.006 0.023
-0.073 -0.053 0.015
0.001 -0.151 -0.005
0.067 0.006 0.082
0.018 0.007 -0.101
-0.394 0.839 0.335
-1.367 1.481 0.196
-0.252 -0.118 -0.134
0.027 0.015 0.091
-0.140 -0.162 -0.951
0.165 0.155 -0.189
-1.101 -0.597 -1.954
-0.249 0.084 0.164
-0.014 0.023 0.091
0.008 0.113 -0.046
0.080 -0.146 -0.015

The value obtained for the energy above the lowest of the compared OMol25 structures with the same formula, charge and spin is 1.450 eV. The orbital gap comes out at 9.00 eV. The HOMO energy is -8.87 eV. For the largest force on an atom, the calculation gives 3.51 eV Å⁻¹. As for the charge: 0.


Below is a structure of composition C3H8Br2OSi in a non-equilibrium geometry, with properties calculated with ωB97M-V/def2-TZVPD.

Each line ends with the Löwdin charge.
Positions of all 15 atoms, in Å:
C -0.2259 -1.5474 -1.8404  -0.15
C -0.5660 1.3660 2.1990  -0.33
C -0.3677 -0.6135 -0.6137  -0.41
O 0.7460 0.9474 2.0714  -0.35
Si 1.2300 0.1604 -0.1008  -0.16
Br 3.1132 -0.8367 0.2072  0.44
Br 1.4538 1.9091 -1.3382  0.44
H -1.2541 -1.6573 -2.4662  0.13
H 0.4714 -0.9799 -2.4979  0.05
H 0.2288 -2.4576 -1.6240  0.04
H -0.9106 2.1999 1.5209  0.07
H -0.7242 2.0092 3.0239  0.05
H -1.3982 0.6239 2.0000  0.08
H -0.7542 -1.2531 0.1837  0.08
H -1.0421 0.1298 -0.7250  0.03

Force components x, y, z for each atom (eV/Å):
-1.922 3.188 -2.453
-1.472 0.705 -2.528
1.811 -4.203 0.876
0.784 -1.405 -3.324
-1.606 1.595 3.883
0.038 -0.316 0.009
0.257 0.579 -0.324
2.443 0.046 1.685
-0.491 -0.741 -0.288
0.456 -1.654 0.461
0.718 -0.532 -0.801
0.018 -0.356 2.130
0.947 0.218 0.884
0.092 0.284 0.407
-2.073 2.594 -0.616

The value obtained for the energy above the lowest of the compared OMol25 structures with the same formula, charge and spin is 3.112 eV. The orbital gap comes out at 9.03 eV. The HOMO energy is -8.87 eV. For the largest force on an atom, the calculation gives 4.66 eV Å⁻¹. As for the charge: 0.


Below is the molecule C6H5NO in a non-equilibrium geometry, with properties calculated with ωB97M-V/def2-TZVPD.

Each line ends with the Löwdin charge.
Positions of all 13 atoms, in Å:
C -0.7870 1.9460 0.0577  0.09
C -0.0140 0.8374 0.0214  -0.22
C 1.4648 0.7855 -0.1453  -0.07
N 2.0205 -0.3421 0.0699  0.15
C 1.0807 -1.2677 0.3819  -0.45
O 1.3787 -2.4142 0.7486  0.09
C -0.2615 -0.7076 0.1201  -0.19
C -1.2853 -1.4174 -0.0785  0.11
H -1.7936 1.5734 0.2631  0.07
H -0.2588 2.7867 -0.5220  0.11
H 1.8720 1.7498 -0.6007  0.14
H -2.1876 -0.9904 -0.2281  0.04
H -1.2288 -2.5394 -0.0880  0.12

Force components x, y, z for each atom (eV/Å):
1.880 -2.219 -1.698
0.423 -1.926 0.278
-1.034 1.844 -1.368
2.591 2.345 -0.552
-0.076 -4.029 0.850
-1.064 2.438 -0.715
2.886 3.897 1.562
-1.103 -4.453 -0.175
-0.378 1.730 -0.306
-1.695 -0.519 1.686
0.513 -1.547 0.978
-2.985 1.179 -0.666
0.041 1.259 0.125

The value obtained for the energy above the lowest of the compared OMol25 structures with the same formula, charge and spin is 1.698 eV. The orbital gap comes out at 9.15 eV. The HOMO energy is -9.84 eV. For the largest force on an atom, the calculation gives 5.10 eV Å⁻¹. As for the charge: 0. As for the SMILES: C=C1C=NC(=O)C1=C.


Below is a structure of composition C8H8F12N2O13S4Zr in a non-equilibrium geometry, with properties calculated with ωB97M-V/def2-TZVPD.

Each line ends with the Löwdin charge.
Positions of all 48 atoms, in Å:
Zr 40.4336 -12.4344 -7.2996  1.95
C 39.8812 -8.6514 -5.6924  -0.67
F 39.8511 -7.3478 -5.5182  0.18
F 40.5227 -9.2591 -4.7153  0.15
F 38.6730 -9.1631 -5.7410  0.17
S 40.6502 -8.9903 -7.4445  0.74
O 39.4440 -9.3581 -8.1757  -0.30
O 41.3020 -7.8179 -7.9806  -0.24
N 41.4630 -10.5871 -7.3642  -0.41
S 43.0379 -10.1221 -7.6738  0.65
O 43.7668 -11.3599 -7.5159  -0.31
O 43.2968 -9.4104 -8.8995  -0.23
C 43.6830 -9.1969 -6.1414  -0.65
F 43.9719 -10.0096 -5.1607  0.19
F 44.7969 -8.5548 -6.4919  0.16
F 42.7984 -8.2823 -5.7080  0.11
C 36.7362 -14.2150 -7.1086  -0.66
F 35.7571 -15.0689 -6.8437  0.16
F 36.2846 -13.3502 -8.0081  0.13
F 37.0477 -13.6086 -5.9698  0.16
S 38.1652 -15.1160 -7.9536  0.73
O 37.8580 -16.4985 -7.6841  -0.26
O 38.0737 -14.7915 -9.3454  -0.25
N 39.6559 -14.3914 -7.2516  -0.43
S 40.6525 -15.6895 -6.9889  0.62
O 40.5842 -16.8034 -7.8885  -0.24
O 41.9547 -15.1211 -6.7802  -0.29
C 40.0885 -16.2512 -5.2120  -0.63
F 40.9837 -17.0480 -4.6583  0.18
F 39.9171 -15.1565 -4.4695  0.13
F 38.8954 -16.8412 -5.2490  0.14
C 40.9906 -11.9866 -3.2047  0.04
C 40.7266 -12.3386 -4.6191  -0.65
O 39.6794 -12.0275 -5.2429  -0.11
O 41.6140 -12.7065 -5.4537  -0.13
H 40.1284 -11.7944 -2.5731  0.10
H 41.7365 -11.1975 -3.1447  0.10
H 41.4250 -12.8946 -2.7716  0.10
C 37.5644 -11.4415 -10.2993  0.06
C 38.6083 -11.8162 -9.2719  -0.64
O 38.3164 -11.8751 -8.0426  -0.13
O 39.8338 -12.0915 -9.4398  -0.12
H 36.7061 -12.0875 -10.1481  0.09
H 37.9899 -11.4474 -11.3000  0.09
H 37.3416 -10.3893 -10.1152  0.10
O 42.1493 -13.0725 -8.5889  -0.12
H 43.1169 -13.0462 -8.6285  0.10
H 41.8563 -13.3289 -9.4799  0.11

Force components x, y, z for each atom (eV/Å):
-1.391 0.697 0.027
0.353 -0.575 -0.679
0.014 -0.055 0.096
0.565 0.128 0.347
-0.275 0.327 -0.003
-3.950 -0.586 -2.463
0.977 0.224 0.860
0.515 -1.425 1.547
1.759 6.361 0.101
2.112 -2.939 -0.770
0.177 0.222 0.105
-0.859 -0.046 1.573
0.016 1.381 -0.510
-0.307 -0.549 0.131
-0.329 -0.265 -0.222
0.149 -0.258 0.038
-0.435 0.614 0.114
0.368 -0.289 -0.186
-0.349 -0.077 0.352
0.408 0.024 -0.338
-1.343 -0.738 -1.116
1.144 1.104 0.954
0.694 0.984 0.395
-2.352 -4.103 -1.050
1.837 -0.865 1.284
-0.734 0.857 0.457
-0.380 0.156 0.244
-0.777 0.278 -0.855
-0.061 0.198 -0.285
0.552 0.242 0.114
0.487 -0.329 -0.090
0.291 -1.628 0.677
0.543 1.670 -2.376
-2.721 0.517 -0.057
1.752 -1.042 0.777
-0.274 0.366 -0.538
-0.043 0.035 -0.132
0.351 0.189 0.070
1.474 0.309 0.348
0.486 -0.264 1.167
-0.503 -0.097 1.670
1.192 -0.279 -1.720
-0.091 0.106 -0.192
-0.119 -0.507 -0.024
-0.354 -0.085 0.299
-0.355 -0.430 -0.995
-0.029 0.303 0.721
-0.183 0.142 0.137

The value obtained for the energy above the lowest of the compared OMol25 structures with the same formula, charge and spin is 0.399 eV. The orbital gap comes out at 9.69 eV. The HOMO energy is -11.36 eV. For the largest force on an atom, the calculation gives 6.60 eV Å⁻¹. As for the charge: 0.


What did the second record say?
Below is a structure of composition C3H8Br2OSi in a non-equilibrium geometry, with properties calculated with ωB97M-V/def2-TZVPD.

Each line ends with the Löwdin charge.
Positions of all 15 atoms, in Å:
C -0.2259 -1.5474 -1.8404  -0.15
C -0.5660 1.3660 2.1990  -0.33
C -0.3677 -0.6135 -0.6137  -0.41
O 0.7460 0.9474 2.0714  -0.35
Si 1.2300 0.1604 -0.1008  -0.16
Br 3.1132 -0.8367 0.2072  0.44
Br 1.4538 1.9091 -1.3382  0.44
H -1.2541 -1.6573 -2.4662  0.13
H 0.4714 -0.9799 -2.4979  0.05
H 0.2288 -2.4576 -1.6240  0.04
H -0.9106 2.1999 1.5209  0.07
H -0.7242 2.0092 3.0239  0.05
H -1.3982 0.6239 2.0000  0.08
H -0.7542 -1.2531 0.1837  0.08
H -1.0421 0.1298 -0.7250  0.03

Force components x, y, z for each atom (eV/Å):
-1.922 3.188 -2.453
-1.472 0.705 -2.528
1.811 -4.203 0.876
0.784 -1.405 -3.324
-1.606 1.595 3.883
0.038 -0.316 0.009
0.257 0.579 -0.324
2.443 0.046 1.685
-0.491 -0.741 -0.288
0.456 -1.654 0.461
0.718 -0.532 -0.801
0.018 -0.356 2.130
0.947 0.218 0.884
0.092 0.284 0.407
-2.073 2.594 -0.616

The value obtained for the energy above the lowest of the compared OMol25 structures with the same formula, charge and spin is 3.112 eV. The orbital gap comes out at 9.03 eV. The HOMO energy is -8.87 eV. For the largest force on an atom, the calculation gives 4.66 eV Å⁻¹. As for the charge: 0.


- Which of these has the lowest orbital gap?
  C18H28F6KNO7S2


- orbital gap of number 4 (C8H8F12N2O13S4Zr)?
  9.69 eV